Density functional theory data (ωB97M-V with the def2-TZVPD basis set) for a cluster of 6 separate species, C38H78B2IN2O15 in total in a non-equilibrium geometry.

The orbital gap comes out at 6.1 eV. The highest occupied orbital energy is -4.63 eV. The total charge is -1.

The geometry in XYZ format:
```
136
Properties=species:S:1:pos:R:3:mulliken_charge:R:1
C 0.36 -5.98 3.29 -0.78
C -0.28 -6.28 1.82 0.20
C 0.25 -5.27 0.63 -0.46
C -0.95 -4.45 -0.13 -0.63
C -1.37 -3.03 0.59 0.41
C -0.13 -1.99 0.37 -0.39
C -0.08 -0.74 1.49 0.97
C 1.11 0.19 0.87 0.38
C 1.17 1.72 1.42 -0.11
O 0.07 2.33 1.93 -0.48
N 2.41 2.64 1.38 0.33
C 3.69 1.84 1.30 -0.73
C 2.52 3.36 2.74 -0.36
O -1.47 -0.26 1.54 -0.79
B -2.17 -0.34 2.87 1.32
I -2.68 1.50 3.94 -0.34
C -3.66 -0.98 2.43 -0.72
O -3.90 -2.32 3.02 -0.29
C -5.01 -2.97 2.26 -0.07
C -6.14 -3.67 3.22 -0.37
C -6.70 -5.13 2.63 -0.76
O -1.33 -1.38 3.55 -0.81
C 0.07 -1.41 2.98 -1.03
N 0.79 -2.77 3.00 -0.20
B 0.89 -0.61 4.17 0.86
O 2.23 0.05 3.96 -0.55
C 0.31 -0.50 5.74 -0.22
C 0.11 -2.00 6.42 -0.84
H -0.26 -5.07 3.75 -0.01
H 0.32 -6.87 4.05 0.36
H 1.47 -5.57 3.10 0.21
H -1.44 -6.13 1.90 -0.15
H 0.00 -7.41 1.52 0.15
H 0.76 -5.97 -0.19 0.34
H 1.11 -4.58 1.06 0.16
H -0.62 -4.17 -1.24 0.25
H -1.87 -5.18 -0.23 0.14
H -2.39 -2.61 0.14 0.17
H -1.58 -3.30 1.73 -0.20
H 0.93 -2.51 0.37 0.09
H -0.26 -1.54 -0.73 -0.54
H 0.89 0.26 -0.30 -0.43
H 2.11 -0.43 0.96 0.40
H 3.71 1.14 0.34 0.18
H 4.61 2.58 1.24 0.36
H 3.90 1.14 2.24 0.12
H 2.01 2.74 3.62 0.07
H 2.05 4.44 2.72 -0.18
H 3.66 3.48 3.06 0.34
H -4.56 -0.31 2.82 0.30
H -3.67 -1.06 1.25 0.11
H -4.63 -3.79 1.51 -0.04
H -5.55 -2.08 1.70 0.25
H -5.84 -3.77 4.35 0.28
H -7.10 -2.96 3.21 0.22
H -6.35 -5.35 1.53 0.22
H -6.38 -6.04 3.31 0.18
H -7.89 -5.15 2.62 0.27
H 1.74 -2.54 2.57 0.30
H 1.03 -3.03 3.99 0.33
H 2.66 0.24 4.84 0.19
H 1.06 0.13 6.41 0.25
H -0.73 0.04 5.81 0.06
H 1.10 -2.63 6.44 0.21
H -0.75 -2.53 5.83 0.15
H -0.30 -1.81 7.51 0.31
O 6.24 2.81 -1.06 -0.57
C 5.72 3.67 -1.77 0.84
O 4.40 3.92 -1.70 -0.31
C 3.74 5.02 -2.34 -0.52
C 3.37 4.67 -3.77 -0.65
C 6.54 4.38 -2.81 -1.12
H 4.34 5.93 -2.27 0.37
H 2.82 5.21 -1.77 0.27
H 4.26 4.46 -4.37 0.24
H 2.82 5.49 -4.24 0.30
H 2.75 3.77 -3.80 0.23
H 6.60 3.77 -3.71 0.26
H 7.55 4.53 -2.41 0.32
H 6.17 5.38 -3.05 0.32
O -3.50 -7.00 1.09 -0.50
C -3.34 -8.18 0.78 0.71
O -3.81 -9.17 1.56 -0.35
C -3.84 -10.56 1.19 -0.43
C -2.52 -11.23 1.49 -0.95
C -2.54 -8.53 -0.44 -0.97
H -4.15 -10.68 0.15 0.35
H -4.63 -11.02 1.80 0.30
H -1.70 -10.79 0.92 0.27
H -2.57 -12.30 1.26 0.36
H -2.26 -11.11 2.55 0.29
H -1.48 -8.53 -0.19 0.18
H -2.72 -7.77 -1.21 0.33
H -2.82 -9.49 -0.89 0.40
O 1.85 11.04 2.75 -0.60
C 1.61 9.84 2.84 0.71
O 2.17 8.96 1.98 -0.35
C 2.11 7.53 2.12 -0.45
C 0.83 6.99 1.50 -0.70
C 0.60 9.34 3.83 -0.87
H 2.23 7.23 3.16 0.39
H 2.97 7.13 1.58 0.32
H -0.06 7.38 2.00 0.26
H 0.81 5.90 1.55 0.15
H 0.76 7.29 0.45 0.31
H -0.40 9.44 3.42 0.23
H 0.68 9.96 4.74 0.29
H 0.77 8.32 4.15 0.32
O 3.84 4.48 -6.53 -0.56
C 3.32 5.34 -7.24 0.86
O 2.00 5.59 -7.17 -0.34
C 1.34 6.70 -7.81 -0.41
C 0.97 6.35 -9.24 -0.98
C 4.14 6.06 -8.28 -1.14
H 1.94 7.61 -7.74 0.35
H 0.42 6.89 -7.24 0.33
H 1.86 6.14 -9.85 0.27
H 0.42 7.17 -9.71 0.36
H 0.35 5.45 -9.27 0.30
H 4.20 5.45 -9.18 0.27
H 5.15 6.21 -7.88 0.30
H 3.77 7.05 -8.52 0.38
O -0.17 -2.03 -3.02 -0.57
C -0.97 -1.14 -3.30 0.96
O -2.26 -1.43 -3.56 -0.39
C -3.31 -0.46 -3.71 -0.30
C -3.37 0.06 -5.14 -1.00
C -0.50 0.28 -3.46 -0.98
H -3.21 0.35 -2.98 0.26
H -4.25 -0.97 -3.48 0.37
H -2.44 0.56 -5.42 0.27
H -4.20 0.76 -5.26 0.37
H -3.50 -0.77 -5.84 0.29
H -0.11 0.42 -4.47 0.33
H 0.30 0.47 -2.73 0.13
H -1.27 1.02 -3.27 0.32
```


Density functional theory data (ωB97M-V with the def2-TZVPD basis set) for a structure of composition C8H11N3 in a non-equilibrium geometry.

The orbital gap comes out at 8.9 eV. The highest occupied orbital energy is -8.03 eV. The energy above the lowest of the compared OMol25 structures with the same formula, charge and spin is 8.6271 eV.

The geometry in XYZ format:
```
22
Properties=species:S:1:pos:R:3:mulliken_charge:R:1
C -4.56 -0.56 0.00 -0.91
C -0.10 0.48 -0.09 0.50
C 0.81 1.56 0.00 -0.93
C 2.11 1.32 -0.03 -0.31
C 2.61 0.03 -0.06 0.83
C 4.16 -0.44 0.07 -1.19
C 1.74 -1.13 -0.08 -0.61
C 0.30 -0.83 -0.14 -0.16
H -5.36 -0.24 -0.56 0.27
H -5.26 -0.41 1.06 0.19
H -4.24 -1.39 -0.05 0.51
H -3.87 1.23 0.10 0.19
H 0.48 2.35 0.02 0.97
H 3.34 1.86 0.01 -0.14
H 4.87 0.75 -0.36 0.28
H 4.25 -0.97 -0.79 0.43
H 4.26 -0.89 1.07 0.30
H 2.18 -2.31 0.17 0.13
H -0.42 -1.78 -0.15 0.18
N -3.53 0.39 -0.09 -0.17
N -2.31 0.05 -0.11 0.33
N -1.47 0.93 0.00 -0.67
```


Density functional theory data (ωB97M-V with the def2-TZVPD basis set) for a structure of composition C4H7NO.

The orbital gap comes out at 9.9 eV. The highest occupied orbital energy is -8.79 eV. The energy above the lowest of the compared OMol25 structures with the same formula, charge and spin is 4.4624 eV.

The geometry in XYZ format:
```
13
Properties=species:S:1:pos:R:3:mulliken_charge:R:1
O -2.48 -1.70 -0.71 -0.49
C -1.22 -1.39 -0.47 -0.50
N -0.99 -0.34 0.32 -0.13
C 0.30 0.16 0.72 0.06
C 0.77 1.47 0.15 -0.56
C 1.41 0.18 -0.29 -0.61
H -1.55 -2.33 -1.18 0.61
H -1.82 0.12 0.68 0.29
H 0.57 -0.05 1.75 0.34
H 0.10 1.96 -0.56 0.27
H 1.32 2.14 0.79 0.24
H 2.41 -0.05 0.06 0.24
H 1.18 -0.19 -1.28 0.24
```


Density functional theory data (ωB97M-V with the def2-TZVPD basis set) for an isolated molecule of C5H8F2O6 in a non-equilibrium geometry.

The orbital gap comes out at 10.9 eV. Its structure (SMILES) is O=C(O)[C@H](CO)O[C@](O)(F)[C@H](O)F. The highest occupied orbital energy is -10.36 eV. The energy above the lowest of the compared OMol25 structures with the same formula, charge and spin is 0.0000 eV.

The geometry in XYZ format:
```
21
Properties=species:S:1:pos:R:3:mulliken_charge:R:1
O -1.46 -1.54 -1.67 -0.53
C -1.70 -1.30 -0.53 0.42
O -2.81 -1.73 0.13 -0.48
C -1.10 -0.19 0.23 0.22
C -2.06 1.13 -0.09 -0.84
O -1.62 2.24 0.53 -0.56
O 0.19 0.18 -0.29 -0.36
C 1.31 -0.20 0.36 0.80
O 1.26 -1.44 0.95 -0.52
F 1.64 0.73 1.51 -0.44
C 2.48 0.11 -0.71 0.01
O 3.69 -0.11 -0.10 -0.54
F 2.23 1.36 -1.14 -0.30
H -3.37 -2.30 -0.51 0.37
H -1.05 -0.31 1.32 0.34
H -3.02 1.08 0.16 0.54
H -2.17 1.18 -1.18 0.35
H -0.57 2.22 0.43 0.40
H 1.88 -1.30 1.71 0.36
H 2.25 -0.45 -1.57 0.39
H 4.02 0.62 0.47 0.38
```


Density functional theory data (ωB97M-V with the def2-TZVPD basis set) for a structure of composition C3H2CrFO2 in a non-equilibrium geometry.

The orbital gap (spin up / spin down) comes out at 5.1 / 4.4 eV. The highest occupied orbital energy (spin up / spin down) is -12.45 / -11.16 eV. The energy above the lowest of the compared OMol25 structures with the same formula, charge and spin is 3.3797 eV. As for the multiplicity: 5. The total charge is +1.

The geometry in XYZ format:
```
9
Properties=species:S:1:pos:R:3:mulliken_charge:R:1
C -1.02 0.84 0.26 0.44
C 0.55 -1.01 0.01 0.36
O -0.94 -0.35 0.71 -0.51
O -0.02 1.15 -0.53 -0.34
C 1.04 0.20 -0.52 -0.38
H 1.09 -1.58 0.76 0.25
F 0.03 -1.92 -0.93 -0.20
H 1.94 0.63 -0.08 0.29
Cr -2.67 2.04 0.33 1.09
```


Density functional theory data (ωB97M-V with the def2-TZVPD basis set) for an isolated molecule of C16H26N2OS.

The orbital gap comes out at 8.8 eV. Its structure (SMILES) is OCC[C@H]1CN(Cc2ccsc2)CCN1C1CCCC1. The highest occupied orbital energy is -8.08 eV. The energy above the lowest of the compared OMol25 structures with the same formula, charge and spin is 2.0453 eV.

The geometry in XYZ format:
```
46
Properties=species:S:1:pos:R:3:mulliken_charge:R:1
O -0.31 -3.73 0.43 -0.53
C 0.96 -3.38 0.93 -0.89
C 1.26 -1.88 0.90 -0.17
C 1.52 -1.33 -0.52 0.16
C 0.24 -1.33 -1.36 -1.97
N -0.72 -0.41 -0.79 0.71
C -2.03 -0.50 -1.41 -1.09
C -3.08 0.20 -0.60 0.82
C -4.24 0.79 -1.16 -1.14
C -5.05 1.35 -0.23 -0.25
S -4.41 1.18 1.36 -0.19
C -3.04 0.34 0.75 -0.31
C -0.18 0.93 -0.87 -1.25
C 1.11 1.01 -0.06 -0.51
N 2.05 0.02 -0.55 0.20
C 3.44 0.19 -0.17 -0.37
C 4.11 1.28 -1.04 -0.80
C 5.05 2.03 -0.11 -0.65
C 4.31 2.02 1.22 -0.75
C 3.74 0.61 1.30 -0.79
H -0.97 -3.17 0.86 0.34
H 1.05 -3.74 1.97 0.34
H 1.68 -3.93 0.32 0.38
H 0.41 -1.35 1.34 -0.03
H 2.14 -1.70 1.51 0.31
H 2.25 -1.98 -1.01 0.61
H -0.19 -2.34 -1.36 0.69
H 0.50 -1.06 -2.39 0.38
H -2.03 -0.10 -2.44 0.28
H -2.29 -1.57 -1.48 0.45
H -4.46 0.79 -2.21 0.37
H -5.99 1.85 -0.37 0.45
H -2.28 0.00 1.42 0.39
H -0.91 1.64 -0.47 0.53
H 0.04 1.21 -1.92 0.24
H 1.55 2.00 -0.16 0.53
H 0.85 0.86 1.01 0.18
H 3.92 -0.77 -0.37 0.57
H 4.62 0.85 -1.90 0.33
H 3.34 1.96 -1.42 0.33
H 5.27 3.04 -0.46 0.39
H 5.99 1.49 -0.01 0.28
H 4.97 2.25 2.07 0.41
H 3.51 2.76 1.21 0.25
H 2.85 0.57 1.92 0.40
H 4.48 -0.07 1.72 0.35
```